Record 1
91
Properties=species:S:1:pos:R:3:forces:R:3 method="wB97M-V/def2-TZVPD" lumo_ha=-0.0909 total_charge=+1 orbital_gap_ev=7.981 total_energy_ev=-61341.295 homo_energy_ev=-10.46 fmax_ha_per_bohr=0.0264
C 1.515 -2.735 0.712 -0.31 0.00 -0.18
C 0.785 -3.355 1.914 0.21 0.31 0.07
C -0.437 -2.558 2.327 0.74 -0.12 0.34
O -1.601 -3.016 1.591 -0.58 0.45 0.21
N -2.179 -2.197 0.667 0.57 -0.39 -0.55
C -2.874 -2.766 -0.264 -0.18 -0.38 0.06
O -2.932 -4.074 -0.389 -0.15 0.25 0.63
C -3.508 -1.769 -1.163 0.40 0.44 0.05
C -2.451 -0.619 -1.028 -0.59 -1.22 -0.01
C -1.219 -1.066 -1.849 0.38 0.84 -0.20
C -0.433 0.064 -2.569 0.03 -0.27 -0.14
C 1.038 0.201 -2.176 -0.01 0.09 0.21
F 1.839 0.195 -3.315 -0.14 0.07 0.13
C -2.348 -0.688 0.519 -0.56 0.73 0.07
C -1.562 0.344 1.279 0.72 -0.51 -0.06
C -1.682 0.452 2.662 -0.32 0.00 -0.06
C -1.064 1.482 3.345 -0.08 0.00 0.20
C -0.324 2.435 2.658 0.09 -0.12 0.08
C -0.171 2.306 1.290 0.10 0.31 0.01
C -0.773 1.263 0.606 -0.03 0.13 -0.04
H 1.612 -3.405 -0.141 0.07 -0.11 0.09
H 2.495 -2.374 1.006 0.07 -0.06 -0.14
H 0.953 -1.866 0.359 0.09 0.08 -0.02
H 0.513 -4.396 1.747 -0.04 -0.02 0.05
H 1.452 -3.322 2.778 -0.01 -0.16 -0.02
H -0.675 -2.723 3.378 -0.23 -0.13 -0.09
H -0.237 -1.496 2.217 -0.23 -0.01 -0.25
H -3.816 -4.344 -0.685 0.14 -0.02 -0.43
H -4.462 -1.441 -0.739 -0.12 -0.14 -0.12
H -3.654 -2.189 -2.152 -0.01 0.18 -0.06
H -2.876 0.321 -1.377 0.11 0.08 0.16
H -1.567 -1.738 -2.633 -0.04 -0.08 0.11
H -0.520 -1.638 -1.240 -0.08 -0.07 0.09
H -0.419 -0.162 -3.636 -0.02 0.05 0.00
H -0.952 1.018 -2.476 -0.01 0.04 -0.02
H 1.241 1.128 -1.635 0.05 0.02 -0.13
H 1.369 -0.623 -1.541 0.00 -0.10 -0.08
H -3.377 -0.559 0.880 0.05 0.13 0.04
H -2.297 -0.261 3.201 0.01 0.00 0.05
H -1.184 1.554 4.418 0.01 0.02 -0.01
H 0.127 3.262 3.192 0.01 -0.02 -0.03
H 0.398 3.046 0.742 0.04 -0.03 -0.02
H -0.653 1.227 -0.462 -0.08 -0.12 -0.08
F 2.733 -1.060 2.899 0.02 0.00 0.09
C 3.785 -0.307 3.322 -0.03 0.15 -0.02
C 4.009 0.903 2.700 -0.03 0.03 0.03
C 5.057 1.692 3.156 -0.03 0.02 -0.02
C 5.861 1.256 4.200 -0.02 0.00 -0.02
C 5.618 0.024 4.790 -0.02 0.01 0.03
C 4.564 -0.770 4.358 0.01 -0.09 0.03
H 3.365 1.223 1.892 0.00 -0.01 0.00
H 5.233 2.656 2.700 0.03 0.00 -0.01
H 6.669 1.878 4.558 0.02 -0.01 -0.02
H 6.244 -0.321 5.602 0.00 -0.01 0.01
H 4.348 -1.725 4.818 0.00 -0.01 -0.02
F 6.275 -0.941 -8.925 0.00 0.00 -0.01
C 5.610 -0.850 -7.757 -0.02 0.00 0.04
C 4.270 -0.521 -7.778 -0.05 0.01 -0.05
C 3.592 -0.432 -6.571 0.03 -0.01 0.03
C 4.253 -0.662 -5.373 0.05 -0.03 -0.01
C 5.603 -0.988 -5.383 -0.04 0.01 -0.03
C 6.294 -1.088 -6.582 0.06 -0.01 0.02
H 3.777 -0.340 -8.724 0.02 -0.01 -0.01
H 2.540 -0.179 -6.568 0.00 0.02 0.00
H 3.718 -0.587 -4.439 0.00 0.01 0.02
H 6.125 -1.165 -4.452 0.01 -0.01 0.00
H 7.344 -1.345 -6.614 0.00 0.01 -0.02
F 3.414 5.408 4.337 0.00 -0.07 -0.01
C 2.327 5.914 4.957 -0.06 0.07 0.07
C 1.471 6.721 4.238 -0.03 0.03 -0.15
C 0.361 7.253 4.879 0.00 -0.05 0.05
C 0.126 6.975 6.218 -0.01 -0.01 0.01
C 1.004 6.158 6.919 -0.03 0.02 -0.05
C 2.115 5.616 6.288 0.06 -0.08 0.04
H 1.678 6.931 3.197 0.03 0.01 0.01
H -0.321 7.888 4.329 0.01 0.02 -0.01
H -0.738 7.395 6.716 0.00 0.01 0.01
H 0.827 5.943 7.964 0.00 -0.01 0.01
H 2.810 4.976 6.814 0.02 0.02 -0.01
F -5.641 -3.308 -2.308 -0.05 -0.10 0.02
C -6.800 -3.171 -3.028 -0.08 -0.02 -0.04
C -7.957 -3.716 -2.518 0.01 -0.04 0.09
C -9.126 -3.568 -3.252 0.01 0.03 -0.05
C -9.111 -2.894 -4.465 -0.01 0.00 0.00
C -7.925 -2.360 -4.950 -0.04 -0.02 0.02
C -6.749 -2.494 -4.226 0.09 0.04 -0.02
H -7.943 -4.243 -1.574 0.01 0.00 0.00
H -10.049 -3.983 -2.873 0.00 -0.01 0.00
H -10.024 -2.786 -5.033 0.00 0.00 -0.01
H -7.911 -1.839 -5.897 0.00 0.01 0.00
H -5.814 -2.084 -4.583 0.00 -0.02 -0.01


Record 2
94
Properties=species:S:1:pos:R:3:forces:R:3 method="wB97M-V/def2-TZVPD" lumo_ha=0.0067 relative_energy_ev=1.367 orbital_gap_ev=6.864 total_energy_ev=-67428.503 homo_energy_ev=-6.68 fmax_ha_per_bohr=0.0133
Sr -0.589 0.002 0.663 -0.20 0.48 -0.10
C 0.288 -3.568 3.751 -0.10 -0.05 0.10
C 1.412 -3.260 2.819 0.18 0.02 -0.11
N 2.616 -3.687 3.118 -0.05 -0.01 0.04
C 3.627 -3.394 2.284 0.17 0.02 -0.13
C 3.498 -2.663 1.124 -0.07 0.00 0.11
C 4.710 -2.503 0.246 0.12 0.04 0.06
O 4.585 -3.234 -0.977 -0.03 -0.07 -0.04
C 2.207 -2.193 0.784 0.15 -0.02 -0.10
C 1.956 -1.481 -0.486 0.23 -0.25 0.59
N 2.785 -0.625 -0.933 -0.42 0.07 -0.38
C 2.698 -0.251 -2.295 0.22 0.17 0.35
C 3.620 -0.891 -3.128 -0.05 0.04 -0.23
C 3.732 -0.549 -4.460 0.02 -0.05 0.03
C 2.920 0.441 -4.995 -0.04 0.05 0.01
C 2.012 1.090 -4.179 -0.04 0.04 0.03
C 1.908 0.762 -2.828 0.25 -0.18 -0.35
I 0.624 1.942 -1.696 -0.01 0.19 0.04
C 1.142 -2.490 1.643 -0.32 0.06 0.23
O -0.067 -2.048 1.445 0.10 -0.58 -0.07
H 0.653 -4.211 4.549 -0.02 0.01 0.01
H -0.539 -4.054 3.232 0.01 -0.02 -0.05
H -0.120 -2.651 4.182 0.01 0.04 0.01
H 4.601 -3.777 2.570 0.03 -0.01 0.00
H 5.592 -2.848 0.799 -0.08 0.05 -0.03
H 4.872 -1.469 -0.046 -0.01 -0.04 0.04
H 4.392 -4.148 -0.742 -0.01 0.01 -0.03
H 1.053 -1.771 -1.047 0.05 -0.08 -0.13
H 4.246 -1.656 -2.692 0.03 -0.06 0.06
H 4.461 -1.054 -5.080 0.01 -0.01 -0.03
H 3.001 0.719 -6.036 -0.01 0.02 -0.04
H 1.390 1.876 -4.582 -0.02 0.02 -0.03
C -4.359 0.257 3.951 -0.04 0.00 0.06
C -4.075 0.189 2.450 0.34 -0.08 0.06
C -4.990 -0.818 1.763 -0.10 -0.05 -0.05
C -4.137 1.572 1.841 0.00 0.06 -0.03
C -5.370 2.121 1.518 -0.04 0.01 0.00
C -5.476 3.408 1.019 -0.07 -0.03 -0.01
C -4.328 4.152 0.830 0.10 0.05 0.01
C -3.073 3.638 1.133 -0.04 0.04 -0.04
C -1.844 4.478 0.850 0.11 -0.14 0.02
C -1.735 4.795 -0.641 -0.10 0.05 -0.11
C -1.822 5.770 1.661 -0.01 0.13 0.00
C -2.967 2.336 1.658 -0.13 -0.11 -0.02
N -1.711 1.764 1.933 0.15 0.01 -0.09
C -1.039 2.229 3.016 -0.01 0.13 0.29
C -1.554 3.085 4.014 -0.09 0.03 -0.03
C -0.801 3.496 5.102 -0.07 -0.01 -0.03
C 0.511 3.087 5.272 0.16 -0.07 -0.02
C 1.069 2.244 4.313 -0.16 0.11 0.07
C 0.292 1.860 3.256 0.33 -0.10 -0.02
F 0.900 1.019 2.311 -0.01 0.21 0.21
H -4.280 -0.730 4.409 0.01 -0.06 0.02
H -5.367 0.635 4.136 -0.03 0.01 -0.02
H -3.655 0.920 4.451 0.04 0.04 0.00
H -3.037 -0.160 2.357 -0.18 0.01 -0.06
H -6.043 -0.599 1.947 -0.02 0.03 0.02
H -4.807 -1.824 2.143 0.04 -0.04 0.02
H -4.844 -0.821 0.681 0.05 0.00 -0.02
H -6.268 1.537 1.671 -0.06 -0.02 0.00
H -6.443 3.824 0.773 -0.04 0.01 0.01
H -4.403 5.156 0.432 -0.02 0.05 -0.03
H -0.974 3.883 1.135 -0.01 0.06 -0.02
H -2.539 5.463 -0.957 -0.03 0.02 0.01
H -1.818 3.897 -1.257 0.03 -0.07 0.02
H -0.792 5.291 -0.873 0.07 0.00 0.02
H -2.680 6.399 1.415 -0.04 0.01 -0.01
H -0.922 6.343 1.436 0.06 0.02 0.00
H -1.839 5.579 2.732 0.00 -0.07 0.04
H -2.578 3.420 3.909 -0.01 0.01 0.03
H -1.263 4.148 5.832 0.01 0.03 0.04
H 1.095 3.410 6.122 0.01 0.01 0.02
H 2.088 1.888 4.372 0.03 -0.01 0.02
C -2.845 -3.085 -0.468 -0.12 -0.08 -0.05
C -2.644 -1.892 -1.353 -0.01 -0.21 -0.04
O -2.103 -0.869 -0.939 -0.12 0.24 -0.08
N -3.073 -1.973 -2.622 -0.06 -0.12 0.10
C -2.627 -1.017 -3.611 -0.10 0.17 -0.09
C -1.346 -1.459 -4.285 -0.08 0.02 0.02
C -1.122 -1.199 -5.629 0.05 -0.06 0.03
C 0.060 -1.639 -6.204 -0.01 -0.02 0.10
C 0.969 -2.316 -5.409 -0.02 0.02 -0.02
C 0.660 -2.511 -4.072 0.11 -0.06 -0.10
N -0.471 -2.100 -3.512 -0.04 0.01 0.02
H -2.577 -2.835 0.555 -0.01 0.01 -0.01
H -2.190 -3.890 -0.804 0.02 -0.01 -0.03
H -3.877 -3.432 -0.517 -0.01 -0.03 0.03
H -3.393 -2.875 -2.937 0.01 0.02 -0.04
H -2.461 -0.070 -3.093 -0.01 -0.06 -0.02
H -3.418 -0.854 -4.346 0.06 -0.04 0.01
H -1.868 -0.676 -6.212 -0.03 0.02 -0.04
H 0.261 -1.462 -7.252 0.01 0.00 -0.03
H 1.904 -2.689 -5.802 0.02 0.02 -0.04
H 1.359 -3.029 -3.426 0.02 -0.01 0.06


Record 3
101
Properties=species:S:1:pos:R:3:forces:R:3 method="wB97M-V/def2-TZVPD" s2=3.81 lumo_ha="-0.2159 / -0.2194" relative_energy_ev=0.000 multiplicity=4 total_charge=+2 orbital_gap_ev="6.876 / 6.886" total_energy_ev=-405406.465 homo_energy_ev="-12.75 / -12.86" fmax_ha_per_bohr=0.0123
Cr 0.231 1.336 -0.181 -0.32 -0.28 0.47
Br -3.975 1.460 5.879 -0.02 -0.02 0.05
C -3.110 1.679 4.224 0.09 0.00 -0.08
C -3.806 2.229 3.139 -0.02 0.01 0.01
C -3.194 2.392 1.919 0.04 -0.03 0.08
C -1.866 1.991 1.717 -0.08 0.00 -0.11
O -1.351 2.120 0.507 0.17 0.14 0.11
C -1.158 1.451 2.817 0.11 -0.01 0.06
C 0.207 1.033 2.752 -0.10 0.00 0.07
N 0.935 0.996 1.685 0.15 -0.03 -0.14
C 2.273 0.514 1.711 -0.11 0.00 -0.01
C 3.067 0.393 2.815 0.10 -0.04 0.04
C 4.365 -0.154 2.701 -0.06 0.02 -0.02
C 4.852 -0.561 1.492 -0.07 0.00 -0.04
C 4.061 -0.412 0.326 0.13 -0.02 0.07
C 4.505 -0.767 -0.968 -0.01 -0.02 -0.02
C 3.693 -0.560 -2.049 -0.04 0.04 0.04
C 2.428 0.013 -1.847 0.06 -0.01 -0.05
N 1.985 0.352 -0.652 -0.09 -0.06 -0.10
C 2.778 0.138 0.444 -0.01 0.02 -0.02
C -1.801 1.312 4.067 -0.10 0.03 -0.01
H -4.837 2.528 3.268 -0.02 0.00 0.00
H -3.734 2.818 1.085 -0.01 0.01 -0.03
H 0.648 0.689 3.687 -0.03 0.01 -0.01
H 2.721 0.711 3.789 0.00 0.00 0.01
H 4.973 -0.248 3.589 0.01 0.00 0.02
H 5.843 -0.984 1.409 0.03 -0.01 -0.01
H 5.490 -1.197 -1.091 0.03 0.00 0.00
H 4.003 -0.817 -3.051 0.01 -0.02 -0.03
H 1.759 0.189 -2.681 0.02 -0.03 0.01
H -1.245 0.911 4.905 0.01 0.01 0.02
C 1.026 4.921 0.893 -0.02 0.05 0.03
As 1.577 3.474 -0.257 0.00 -0.01 -0.07
C 3.467 3.313 0.128 0.02 0.10 0.02
C 1.602 4.179 -2.053 0.03 -0.01 -0.01
C 2.454 5.228 -2.386 0.02 -0.01 -0.03
C 2.542 5.656 -3.702 -0.02 -0.01 0.01
C 1.789 5.033 -4.686 0.00 -0.01 0.01
C 0.922 4.000 -4.356 0.00 0.01 0.00
C 0.818 3.573 -3.036 -0.02 0.04 0.02
As -0.525 2.297 -2.462 0.02 -0.02 0.04
C -1.108 1.445 -4.090 -0.01 -0.03 -0.03
C -2.002 3.500 -2.110 -0.03 0.04 -0.06
H 1.538 5.831 0.580 -0.04 -0.02 0.05
H 1.303 4.680 1.920 -0.02 0.01 -0.02
H -0.051 5.061 0.832 0.01 -0.01 -0.01
H 3.907 4.309 0.080 0.03 -0.07 0.01
H 3.935 2.674 -0.620 0.00 -0.01 0.01
H 3.621 2.899 1.123 -0.01 0.00 -0.02
H 3.058 5.716 -1.630 -0.01 -0.02 0.00
H 3.205 6.471 -3.960 0.01 0.01 0.00
H 1.869 5.358 -5.714 0.00 0.01 -0.02
H 0.330 3.540 -5.136 0.00 0.00 0.01
H -1.428 2.220 -4.786 0.00 -0.08 0.00
H -1.949 0.798 -3.852 0.02 0.00 -0.04
H -0.314 0.837 -4.515 -0.01 0.01 -0.01
H -2.228 4.042 -3.028 -0.03 0.00 0.07
H -1.720 4.197 -1.323 -0.01 -0.02 -0.02
H -2.868 2.929 -1.779 0.01 0.00 -0.02
C -5.374 -3.474 1.915 0.00 -0.02 -0.03
O -3.956 -3.316 1.663 -0.03 0.06 0.09
C -3.495 -2.076 1.639 0.09 -0.04 -0.09
O -4.157 -1.075 1.733 -0.06 -0.06 0.07
C -1.999 -1.961 1.550 0.06 0.17 0.02
C -1.106 -2.855 2.004 -0.20 -0.04 -0.08
As -1.415 -4.687 1.315 0.04 0.13 -0.04
C 0.379 -5.340 1.743 -0.03 -0.06 0.03
C -0.986 -3.860 -0.531 -0.14 -0.10 0.04
C -0.761 -2.594 -0.883 0.00 0.09 0.11
As -1.315 -0.913 0.086 0.32 0.24 -0.40
C -2.951 -0.480 -0.864 -0.07 -0.02 -0.02
C -0.087 -2.107 -2.122 -0.14 -0.03 -0.11
O -0.495 -1.099 -2.672 0.10 -0.04 0.06
O 1.018 -2.676 -2.579 -0.10 0.10 -0.08
C 1.750 -3.707 -1.886 0.09 -0.08 -0.01
C -0.849 -5.048 -1.449 0.01 -0.07 0.11
O -0.322 -6.050 -1.037 0.04 0.01 0.05
O -1.359 -5.042 -2.675 0.08 0.03 -0.04
C -2.197 -4.012 -3.214 -0.07 -0.01 -0.03
C 0.304 -2.379 2.176 -0.04 -0.04 0.07
O 1.118 -2.265 1.291 0.02 0.13 0.03
O 0.634 -2.032 3.423 0.15 -0.08 -0.10
C -0.278 -2.282 4.512 -0.03 0.01 0.06
H -5.489 -4.486 2.289 -0.02 0.02 -0.02
H -5.917 -3.347 0.980 -0.03 0.02 0.02
H -5.707 -2.741 2.644 0.00 -0.02 0.00
H 0.425 -5.408 2.832 0.01 -0.01 -0.01
H 1.180 -4.704 1.377 0.00 -0.04 -0.03
H 0.459 -6.335 1.316 0.07 -0.01 0.01
H -3.545 -1.374 -1.053 0.01 0.05 -0.01
H -2.654 -0.025 -1.806 -0.04 -0.05 0.00
H -3.526 0.214 -0.253 0.04 -0.01 -0.03
H 1.419 -4.688 -2.222 0.07 0.09 0.03
H 1.643 -3.596 -0.809 0.03 -0.04 -0.02
H 2.785 -3.558 -2.182 -0.01 -0.02 0.03
H -2.829 -4.514 -3.941 0.00 0.03 0.01
H -1.592 -3.263 -3.721 -0.06 -0.01 -0.01
H -2.816 -3.555 -2.443 0.02 0.01 -0.03
H 0.308 -2.119 5.411 -0.04 0.00 0.01
H -0.638 -3.309 4.491 0.01 0.01 0.02
H -1.121 -1.594 4.470 0.01 -0.02 0.02